{
  "formula": "C5H11N2O",
  "method": "ωB97M-V with the def2-TZVPD basis set",
  "symbols": ["C", "C", "C", "C", "C", "N", "N", "O", "H", "H", "H", "H", "H", "H", "H", "H", "H", "H", "H"],
  "positions_angstrom": [[-0.811996, -0.649602, -1.809150], [0.207950, 0.445662, -2.356673], [-0.492135, -0.568945, -0.348354], [-1.314723, -1.195716, 0.773213], [1.362569, 0.833941, 1.374153], [0.795686, 1.065815, 2.575154], [0.522207, 0.171373, -0.113129], [1.122993, 0.620002, -1.389129], [-1.790019, -0.510728, -1.984360], [-0.601293, -1.599506, -2.247501], [0.726484, 0.035041, -3.245387], [-0.287908, 1.404033, -2.405309], [-0.527733, -1.542161, 1.480326], [-1.862649, -2.088329, 0.399042], [-1.959095, -0.443096, 1.229455], [0.636949, 0.325285, 3.217952], [1.793512, 1.761169, 0.934875], [2.115599, 0.010974, 1.313800], [0.363603, 1.924787, 2.601022]],
  "forces_ev_per_a": [[4.303, 0.631, 0.400], [-2.872, -1.527, -1.397], [-0.631, 0.149, 0.389], [1.606, -0.554, -0.512], [2.850, -0.558, -0.665], [0.835, -1.805, -2.310], [-0.193, 0.707, -1.133], [2.350, -0.470, 4.692], [-3.573, 1.035, -0.634], [0.399, -1.007, 0.055], [-0.478, 0.828, 0.238], [-0.490, 0.208, -1.207], [-0.947, 0.109, -0.002], [0.226, 0.836, 0.300], [-0.066, -0.241, -0.026], [-0.365, -0.176, 0.527], [-0.783, -0.840, -0.193], [-0.752, 0.766, 0.441], [-1.420, 1.910, 1.037]],
  "mulliken_charge": [-0.706, -0.357, 0.568, -1.115, -0.525, -0.265, 0.169, -0.327, 0.448, 0.322, 0.286, 0.310, 0.321, 0.340, 0.298, 0.262, 0.350, 0.372, 0.250],
  "charge": 1,
  "lumo_energy_ha": -0.1170,
  "homo_ev": -14.11
}

{
  "formula": "C4H12S",
  "method": "ωB97M-V with the def2-TZVPD basis set",
  "symbols": ["C", "C", "H", "H", "H", "H", "H", "H", "C", "C", "S", "H", "H", "H", "H", "H", "H"],
  "positions_angstrom": [[-2.171156, -1.505783, -1.539725], [-1.028961, -1.802680, -0.569561], [-2.882509, -2.256156, -1.869791], [-2.749258, -0.644540, -1.166494], [-1.782327, -0.971802, -2.412883], [-0.453731, -0.881949, -0.651617], [-0.561529, -2.770902, -0.719372], [-1.263447, -1.822634, 0.510037], [1.768158, 0.909771, 0.513568], [1.009513, 2.189761, 0.724715], [2.214065, -0.050484, 1.978243], [1.188944, 0.202584, -0.086312], [2.630807, 1.123922, -0.131903], [1.610757, 2.877486, 1.339396], [1.612260, 0.542236, 2.976042], [0.054212, 2.024673, 1.238083], [0.804204, 2.836497, -0.132427]],
  "forces_ev_per_a": [[-0.516, 1.657, -0.005], [-0.856, 0.271, 0.724], [0.228, -0.360, 0.241], [-0.257, -0.510, 0.455], [0.319, -0.781, -0.362], [1.005, -0.636, -0.072], [0.671, 0.338, -0.533], [-0.647, -0.009, -0.459], [-0.433, -0.155, -1.401], [-0.174, 1.158, 1.124], [1.074, -0.793, -0.465], [-0.126, 0.226, 0.042], [0.258, -0.176, 0.675], [-0.169, -0.332, 0.239], [-0.616, 0.832, 0.335], [0.200, 0.005, -0.042], [0.039, -0.734, -0.498]],
  "mulliken_charge": [-0.943, -0.571, 0.323, 0.261, 0.289, 0.006, 0.316, 0.265, 0.100, -1.175, -0.237, -0.044, 0.298, 0.343, 0.098, 0.313, 0.356],
  "lumo_energy_ha": 0.0347,
  "homo_ev": -8.99
}

Results for ΔE to the lowest compared entry with this formula, charge and spin: 389.3, 67.0 (in kJ/mol, following the order of the records).